{"formula": "C84H183F4N10O10S4", "method": "ωB97M-V/def2-TZVPD", "total_charge": 5, "max_force_ev_per_a": 3.9, "lumo_energy_ev": -7.896, "multiplicity": 1, "orbital_gap_ev": 7.3, "homo_ev": -15.2, "species": ["C", "C", "C", "C", "N", "C", "C", "C", "C", "C", "C", "C", "H", "H", "H", "H", "H", "H", "H", "H", "H", "H", "H", "H", "H", "H", "H", "H", "H", "H", "H", "H", "H", "H", "H", "H", "C", "C", "C", "C", "N", "C", "C", "C", "C", "C", "C", "C", "H", "H", "H", "H", "H", "H", "H", "H", "H", "H", "H", "H", "H", "H", "H", "H", "H", "H", "H", "H", "H", "H", "H", "H", "C", "C", "C", "C", "N", "C", "C", "C", "C", "C", "C", "C", "H", "H", "H", "H", "H", "H", "H", "H", "H", "H", "H", "H", "H", "H", "H", "H", "H", "H", "H", "H", "H", "H", "H", "H", "C", "C", "C", "C", "N", "C", "C", "C", "C", "C", "C", "C", "H", "H", "H", "H", "H", "H", "H", "H", "H", "H", "H", "H", "H", "H", "H", "H", "H", "H", "H", "H", "H", "H", "H", "H", "C", "C", "C", "C", "N", "C", "C", "C", "C", "C", "C", "C", "H", "H", "H", "H", "H", "H", "H", "H", "H", "H", "H", "H", "H", "H", "H", "H", "H", "H", "H", "H", "H", "H", "H", "H", "C", "C", "C", "N", "C", "C", "C", "C", "C", "C", "H", "H", "H", "H", "H", "H", "H", "H", "H", "H", "H", "H", "H", "H", "H", "H", "H", "H", "H", "H", "C", "C", "C", "N", "C", "C", "C", "C", "C", "C", "H", "H", "H", "H", "H", "H", "H", "H", "H", "H", "H", "H", "H", "H", "H", "H", "H", "H", "H", "H", "C", "C", "C", "N", "C", "C", "C", "C", "C", "C", "H", "H", "H", "H", "H", "H", "H", "H", "H", "H", "H", "H", "H", "H", "H", "H", "H", "H", "H", "H", "C", "C", "O", "O", "H", "H", "H", "N", "S", "O", "O", "F", "S", "O", "O", "F", "N", "S", "O", "O", "F", "S", "O", "O", "F"], "coordinates": [[-1.960, -2.653, 8.650], [-2.878, -1.435, 8.769], [-4.097, -1.432, 7.804], [-3.598, -1.173, 6.339], [-4.685, -1.212, 5.282], [-4.011, -1.131, 3.908], [-5.088, -0.539, 3.013], [-5.870, 0.413, 3.838], [-5.525, 0.052, 5.326], [-5.633, -2.403, 5.444], [-5.044, -3.819, 5.372], [-6.038, -4.697, 6.019], [-2.517, -3.567, 8.648], [-1.327, -2.598, 9.551], [-1.338, -2.601, 7.750], [-2.357, -0.501, 8.687], [-3.217, -1.429, 9.801], [-4.836, -0.756, 8.228], [-4.525, -2.402, 7.872], [-2.918, -1.982, 6.158], [-3.046, -0.268, 6.275], [-3.705, -2.138, 3.614], [-3.204, -0.439, 4.094], [-5.726, -1.296, 2.623], [-4.695, -0.036, 2.154], [-6.939, 0.436, 3.728], [-5.465, 1.416, 3.743], [-6.363, -0.066, 6.015], [-5.014, 0.894, 5.714], [-6.458, -2.244, 4.713], [-6.066, -2.305, 6.421], [-4.063, -3.841, 5.801], [-4.922, -3.955, 4.304], [-6.126, -4.391, 7.074], [-5.791, -5.741, 5.912], [-6.987, -4.535, 5.567], [-1.221, 9.189, 1.007], [-0.552, 7.852, 0.647], [0.172, 7.982, -0.761], [0.448, 6.503, -1.172], [0.780, 6.095, -2.557], [0.686, 4.538, -2.676], [1.985, 4.067, -2.101], [3.006, 5.258, -2.184], [2.256, 6.368, -2.881], [-0.251, 6.684, -3.419], [0.168, 7.996, -4.123], [-1.006, 8.604, -4.910], [-0.522, 9.954, 0.966], [-1.549, 9.150, 2.075], [-2.098, 9.387, 0.391], [-1.320, 7.069, 0.675], [0.195, 7.633, 1.455], [1.137, 8.628, -0.611], [-0.471, 8.456, -1.435], [-0.484, 6.022, -0.952], [1.291, 6.166, -0.591], [0.572, 4.310, -3.701], [-0.162, 4.250, -2.003], [2.370, 3.185, -2.626], [1.783, 3.833, -1.056], [3.880, 4.881, -2.722], [3.305, 5.405, -1.153], [2.287, 6.219, -3.993], [2.475, 7.395, -2.662], [-1.189, 6.847, -2.845], [-0.426, 5.858, -4.124], [0.979, 7.837, -4.788], [0.524, 8.781, -3.372], [-1.463, 7.971, -5.636], [-0.717, 9.516, -5.449], [-1.724, 8.951, -4.136], [-0.802, 3.735, -11.372], [-2.159, 4.078, -11.967], [-3.328, 4.529, -11.043], [-3.556, 3.690, -9.857], [-4.753, 4.131, -8.926], [-5.926, 4.175, -9.774], [-6.156, 5.617, -10.150], [-5.814, 6.328, -8.808], [-4.492, 5.590, -8.446], [-4.933, 3.099, -7.905], [-5.863, 3.454, -6.804], [-5.952, 2.296, -5.843], [-0.765, 2.804, -10.834], [-0.489, 4.480, -10.697], [-0.018, 3.672, -12.117], [-2.532, 3.229, -12.566], [-2.042, 4.886, -12.716], [-4.176, 4.640, -11.707], [-3.021, 5.546, -10.713], [-2.612, 3.637, -9.286], [-3.839, 2.669, -10.169], [-6.775, 3.849, -9.169], [-5.901, 3.504, -10.619], [-7.161, 5.887, -10.467], [-5.400, 6.023, -10.835], [-6.646, 6.196, -8.092], [-5.601, 7.396, -8.987], [-4.068, 5.512, -7.433], [-3.721, 6.090, -9.072], [-3.923, 2.959, -7.481], [-5.259, 2.173, -8.423], [-6.847, 3.597, -7.267], [-5.608, 4.468, -6.381], [-6.444, 1.438, -6.233], [-6.597, 2.660, -5.029], [-4.983, 2.098, -5.348], [4.676, 7.242, 0.255], [3.962, 6.464, 1.340], [4.869, 6.394, 2.667], [4.046, 5.659, 3.704], [4.724, 5.177, 4.939], [3.649, 4.929, 5.927], [3.343, 6.322, 6.594], [4.599, 7.189, 6.299], [5.591, 6.254, 5.583], [5.539, 3.920, 4.652], [4.818, 2.749, 4.025], [5.884, 1.582, 3.958], [5.577, 6.788, -0.159], [4.965, 8.190, 0.762], [4.016, 7.552, -0.554], [3.601, 5.465, 1.052], [3.023, 7.035, 1.572], [5.119, 7.411, 2.908], [5.784, 5.842, 2.398], [3.647, 4.732, 3.329], [3.239, 6.280, 3.970], [4.039, 4.141, 6.577], [2.745, 4.635, 5.425], [3.219, 6.248, 7.696], [2.430, 6.710, 6.106], [5.125, 7.518, 7.192], [4.338, 8.009, 5.702], [6.245, 5.646, 6.248], [6.240, 6.632, 4.813], [5.919, 3.589, 5.615], [6.320, 4.152, 3.950], [4.630, 3.042, 2.967], [3.890, 2.502, 4.546], [6.621, 1.478, 4.759], [6.416, 1.762, 3.045], [5.273, 0.699, 3.923], [2.958, -0.006, 12.028], [2.703, -1.154, 11.025], [3.810, -1.507, 10.064], [3.269, -2.711, 9.272], [4.162, -3.194, 8.110], [4.094, -2.232, 6.962], [2.997, -2.772, 6.046], [3.167, -4.236, 6.115], [3.492, -4.433, 7.636], [5.546, -3.398, 8.705], [6.509, -3.981, 7.703], [7.888, -4.234, 8.389], [3.704, -0.293, 12.774], [1.998, 0.311, 12.504], [3.442, 0.829, 11.549], [1.922, -0.881, 10.310], [2.385, -2.129, 11.489], [4.694, -1.823, 10.597], [4.039, -0.670, 9.397], [2.336, -2.428, 8.795], [3.132, -3.587, 9.937], [5.050, -2.285, 6.452], [4.019, -1.249, 7.388], [3.272, -2.352, 5.072], [2.001, -2.445, 6.323], [3.980, -4.622, 5.503], [2.241, -4.786, 5.921], [4.136, -5.252, 7.916], [2.554, -4.535, 8.146], [5.509, -4.008, 9.614], [6.008, -2.426, 8.874], [6.701, -3.381, 6.807], [6.299, -4.976, 7.375], [8.584, -4.565, 7.661], [7.883, -5.037, 9.067], [8.302, -3.393, 8.957], [2.365, -3.420, -11.101], [2.323, -3.235, -9.584], [1.217, -4.059, -9.033], [0.789, -3.777, -7.568], [0.439, -2.318, -7.373], [-0.242, -2.002, -6.074], [-1.531, -2.894, -5.842], [-1.092, -4.364, -5.878], [-0.414, -4.654, -7.241], [1.953, -4.071, -6.596], [2.527, -4.363, -11.575], [3.142, -2.799, -11.528], [1.410, -3.133, -11.497], [2.139, -2.178, -9.378], [3.324, -3.472, -9.159], [1.534, -5.110, -9.012], [0.283, -4.020, -9.569], [-0.144, -1.992, -8.220], [1.406, -1.829, -7.388], [-0.470, -0.920, -6.109], [0.420, -2.210, -5.191], [-2.237, -2.653, -6.613], [-2.084, -2.658, -4.921], [-1.955, -4.954, -5.987], [-0.468, -4.788, -5.139], [-1.097, -4.469, -8.093], [0.062, -5.616, -7.365], [1.728, -3.925, -5.506], [2.812, -3.479, -6.877], [2.304, -5.139, -6.686], [1.019, -3.351, 2.685], [1.002, -2.919, 1.266], [-0.224, -1.989, 0.994], [0.216, -0.887, 0.074], [0.759, -1.478, -1.277], [1.129, -0.327, -2.155], [-0.048, 0.597, -2.458], [-0.680, 1.073, -1.187], [-0.983, -0.130, -0.273], [1.253, 0.016, 0.724], [1.782, -4.116, 2.847], [0.069, -3.744, 3.070], [1.216, -2.477, 3.340], [1.120, -3.763, 0.555], [1.888, -2.300, 1.149], [-0.655, -1.539, 1.878], [-1.024, -2.424, 0.361], [-0.049, -2.077, -1.732], [1.643, -2.055, -1.020], [1.499, -0.679, -3.108], [1.989, 0.205, -1.733], [-0.809, 0.155, -3.127], [0.502, 1.419, -3.002], [-1.615, 1.611, -1.242], [0.033, 1.745, -0.647], [-1.673, -0.785, -0.782], [-1.431, 0.131, 0.700], [1.024, -0.035, 1.785], [1.179, 1.055, 0.398], [2.286, -0.287, 0.455], [0.112, -7.016, 2.017], [-0.948, -7.078, 0.891], [-0.297, -7.690, -0.342], [-1.348, -7.897, -1.542], [-0.506, -8.274, -2.737], [-1.368, -8.679, -3.864], [-2.371, -9.796, -3.522], [-3.190, -9.510, -2.248], [-2.249, -9.083, -1.140], [-2.091, -6.541, -1.812], [-0.166, -6.147, 2.639], [1.060, -6.904, 1.639], [0.153, -7.887, 2.612], [-1.197, -6.090, 0.646], [-1.811, -7.683, 1.196], [0.137, -8.652, -0.151], [0.427, -6.954, -0.670], [-0.010, -9.258, -2.449], [0.247, -7.498, -2.900], [-0.769, -9.122, -4.669], [-1.880, -7.869, -4.408], [-1.821, -10.736, -3.396], [-3.080, -9.879, -4.373], [-3.789, -10.390, -1.963], [-3.880, -8.705, -2.441], [-1.610, -9.910, -0.865], [-2.921, -8.701, -0.361], [-2.759, -6.369, -0.945], [-2.550, -6.715, -2.767], [-1.267, -5.753, -1.912], [2.814, -5.782, -3.666], [1.866, -4.833, -2.893], [1.283, -5.327, -1.954], [1.759, -3.637, -3.300], [2.217, -6.583, -4.184], [3.548, -6.263, -2.964], [3.418, -5.250, -4.390], [0.591, 2.393, 4.508], [1.109, 0.960, 4.622], [0.298, 0.033, 3.892], [1.394, 0.613, 6.008], [2.582, 0.932, 3.921], [0.324, 3.164, 3.265], [0.491, 4.560, 3.375], [-0.764, 2.663, 2.576], [1.502, 2.718, 2.130], [-3.416, -3.762, -0.523], [-3.663, -4.085, 1.043], [-3.666, -5.519, 1.081], [-4.601, -3.296, 1.774], [-2.319, -3.786, 1.868], [-3.989, -2.311, -1.062], [-4.120, -1.192, -0.151], [-4.976, -2.462, -2.034], [-2.655, -2.010, -2.056]], "lowdin_charge": [-0.097, -0.241, -0.145, -0.094, -0.194, -0.056, -0.169, -0.120, -0.076, -0.106, -0.228, -0.078, 0.070, 0.079, 0.061, 0.100, 0.112, 0.121, 0.085, 0.111, 0.124, 0.110, 0.131, 0.099, 0.107, 0.120, 0.116, 0.138, 0.116, 0.162, 0.107, 0.104, 0.099, 0.096, 0.090, 0.083, -0.098, -0.235, -0.140, -0.135, -0.231, -0.079, -0.143, -0.120, -0.057, -0.138, -0.218, -0.081, 0.049, 0.097, 0.082, 0.109, 0.115, 0.157, 0.070, 0.119, 0.122, 0.114, 0.150, 0.122, 0.107, 0.132, 0.072, 0.156, 0.127, 0.152, 0.128, 0.090, 0.135, 0.059, 0.091, 0.091, -0.103, -0.221, -0.216, -0.106, -0.213, -0.148, -0.121, -0.117, -0.055, -0.183, -0.252, -0.082, 0.063, 0.056, 0.084, 0.119, 0.127, 0.113, 0.121, 0.141, 0.149, 0.132, 0.147, 0.138, 0.111, 0.124, 0.131, 0.128, 0.120, 0.143, 0.163, 0.115, 0.132, 0.078, 0.092, 0.089, -0.113, -0.243, -0.131, -0.141, -0.238, -0.091, -0.091, -0.109, -0.060, -0.132, -0.213, -0.051, 0.088, 0.096, 0.051, 0.094, 0.117, 0.112, 0.127, 0.106, 0.124, 0.144, 0.113, 0.131, 0.120, 0.126, 0.096, 0.148, 0.123, 0.134, 0.134, 0.118, 0.089, 0.085, 0.073, 0.055, -0.077, -0.262, -0.206, -0.115, -0.214, -0.077, -0.165, -0.124, -0.082, -0.117, -0.220, -0.070, 0.079, 0.093, 0.062, 0.103, 0.132, 0.113, 0.120, 0.131, 0.152, 0.121, 0.122, 0.123, 0.120, 0.126, 0.126, 0.134, 0.121, 0.160, 0.139, 0.112, 0.102, 0.071, 0.065, 0.091, -0.080, -0.233, -0.130, -0.250, -0.141, -0.152, -0.136, -0.129, -0.086, 0.023, 0.080, 0.085, 0.074, 0.107, 0.132, 0.148, 0.128, 0.139, 0.122, 0.119, 0.110, 0.105, 0.110, 0.102, 0.098, 0.143, 0.129, 0.075, 0.097, 0.125, -0.114, -0.200, -0.097, -0.249, -0.072, -0.176, -0.181, -0.158, -0.136, 0.024, 0.081, 0.070, 0.067, 0.125, 0.095, 0.121, 0.116, 0.142, 0.121, 0.115, 0.116, 0.125, 0.109, 0.121, 0.096, 0.082, 0.152, 0.071, 0.067, 0.124, -0.055, -0.215, -0.089, -0.209, -0.138, -0.208, -0.169, -0.161, -0.101, 0.060, 0.074, 0.046, 0.067, 0.060, 0.115, 0.127, 0.095, 0.164, 0.116, 0.126, 0.109, 0.123, 0.129, 0.136, 0.108, 0.137, 0.132, 0.075, 0.075, 0.121, -0.030, -0.781, -0.041, -0.099, 0.075, 0.091, 0.045, -0.292, 0.513, -0.291, -0.293, -0.208, 0.437, -0.259, -0.253, -0.260, -0.279, 0.522, -0.290, -0.283, -0.201, 0.568, -0.289, -0.241, -0.270]}



{"formula": "C2H3IO", "method": "ωB97M-V/def2-TZVPD", "max_force_ev_per_a": 4.8, "lumo_energy_ev": 0.566, "multiplicity": 1, "orbital_gap_ev": 10.2, "de_lowest_ev": 1.7492, "homo_ev": -9.6, "species": ["I", "C", "C", "O", "H", "H", "H"], "coordinates": [[-2.393, 0.286, -0.015], [-0.402, -0.014, -0.430], [0.742, 0.136, 0.467], [0.250, -1.097, 0.038], [-0.308, 0.063, -1.616], [1.737, 0.310, 0.038], [0.375, 0.317, 1.518]], "nbo_charge": [0.116, -0.112, -0.135, -0.489, 0.208, 0.209, 0.203]}



{"formula": "C18H36BrO4", "method": "ωB97M-V/def2-TZVPD", "total_charge": -1, "max_force_ev_per_a": 1.1, "lumo_energy_ev": 2.473, "multiplicity": 1, "orbital_gap_ev": 4.0, "de_lowest_ev": 0.4945, "homo_ev": -1.6, "species": ["C", "C", "O", "C", "C", "C", "C", "C", "C", "C", "Br", "H", "H", "H", "H", "H", "H", "H", "H", "H", "H", "H", "H", "H", "H", "H", "H", "H", "H", "C", "C", "O", "C", "H", "H", "H", "H", "H", "H", "C", "C", "O", "C", "H", "H", "H", "H", "H", "H", "C", "C", "O", "C", "H", "H", "H", "H", "H", "H"], "coordinates": [[-2.653, 2.958, 0.341], [-1.866, 2.556, -0.893], [-1.384, 1.230, -0.891], [-2.380, 0.227, -0.915], [-2.151, -0.895, 0.121], [-0.757, -0.895, 0.735], [-0.575, 0.130, 1.882], [0.392, -0.311, 3.008], [1.721, 0.410, 3.073], [2.428, 0.273, 1.719], [1.282, 2.381, 3.314], [-2.272, 2.461, 1.221], [-2.626, 4.034, 0.451], [-3.701, 2.687, 0.236], [-2.436, 2.760, -1.806], [-0.983, 3.187, -0.942], [-3.384, 0.623, -0.771], [-2.377, -0.248, -1.896], [-2.887, -0.819, 0.916], [-2.324, -1.848, -0.375], [-0.032, -0.698, -0.045], [-0.536, -1.879, 1.142], [-0.231, 1.048, 1.428], [-1.575, 0.343, 2.254], [-0.130, -0.209, 3.956], [0.608, -1.365, 2.864], [2.189, 1.079, 1.021], [3.502, 0.238, 1.872], [2.122, -0.671, 1.273], [1.085, -2.974, -2.896], [0.025, -1.970, -3.280], [-1.149, -2.264, -3.268], [0.487, -0.587, -3.654], [0.612, -3.917, -2.630], [1.767, -3.136, -3.732], [1.652, -2.605, -2.039], [1.146, -0.628, -4.523], [1.024, -0.139, -2.816], [-0.372, 0.034, -3.893], [0.665, 4.205, -4.030], [-0.175, 3.283, -4.880], [0.271, 2.253, -5.327], [-1.605, 3.699, -5.131], [1.663, 3.790, -3.921], [0.732, 5.188, -4.499], [0.215, 4.314, -3.042], [-1.629, 4.661, -5.645], [-2.137, 3.791, -4.183], [-2.098, 2.950, -5.746], [1.116, -3.711, 6.334], [1.747, -3.779, 4.962], [1.107, -3.576, 3.962], [3.224, -4.092, 4.905], [0.061, -3.470, 6.233], [1.221, -4.671, 6.844], [1.603, -2.937, 6.929], [3.419, -5.069, 5.355], [3.787, -3.331, 5.449], [3.551, -4.100, 3.869]], "nbo_charge": [-0.648, -0.046, -0.543, -0.072, -0.418, -0.386, -0.432, -0.473, -0.366, -0.697, -0.285, 0.244, 0.207, 0.189, 0.138, 0.180, 0.159, 0.177, 0.185, 0.202, 0.194, 0.196, 0.211, 0.171, 0.187, 0.204, 0.169, 0.187, 0.180, -0.722, 0.604, -0.561, -0.722, 0.229, 0.219, 0.242, 0.226, 0.244, 0.239, -0.722, 0.600, -0.546, -0.721, 0.238, 0.221, 0.239, 0.222, 0.234, 0.233, -0.719, 0.594, -0.524, -0.719, 0.235, 0.212, 0.233, 0.210, 0.233, 0.236]}